(1)
DFT (ωB97M-V/def2-TZVPD) results for C28H22N4O5Pb as an isolated structure.

Last column: Mulliken charge in e.
Cartesian coordinates (Å):
Pb 0.60940 0.26381 -2.87197  1.269
O -1.28919 -0.87420 6.19376  -0.490
O -0.24921 -2.63069 5.21471  -0.524
O -3.65006 -2.33655 -2.88288  -0.497
O 2.40676 1.16408 -1.57300  -0.831
O -1.16911 -1.11701 -2.67440  -0.759
N 2.54506 -1.02220 -0.66255  -0.694
N 1.46093 -1.34450 -1.38445  -0.148
N -0.66492 1.01950 0.00393  0.584
N -0.67234 2.47777 -2.48920  0.086
C 4.65322 -0.26279 0.93536  -0.177
C -0.70115 0.44676 1.27732  -0.503
C 0.26767 -1.14530 2.85653  -1.160
C 0.95388 -2.54778 -1.12385  -0.355
C -1.54703 4.40811 -3.66428  -0.761
C -1.71122 0.16912 3.48561  -1.005
C -2.59388 -3.01032 -2.37159  0.349
C -0.79762 3.24018 -3.61247  -0.101
C -0.73451 -0.77946 3.79349  0.834
C 3.92433 2.05058 0.63898  -0.531
C -2.24791 4.82935 -2.49621  -0.297
C -1.30198 -2.32520 -2.21797  0.669
C -1.67827 -5.09330 -1.49643  -0.551
C 3.86644 0.69814 0.26473  0.561
C -1.69746 0.78290 2.23440  -0.666
C 0.29156 -0.52269 1.62781  0.505
C 4.74686 2.43684 1.69022  -0.561
C -0.72494 -1.53134 5.09895  0.537
C -1.28495 2.92800 -1.35406  0.240
C -0.47484 -4.48334 -1.22074  -1.047
C -0.27508 -3.10616 -1.55688  0.698
C -1.08705 2.23974 -0.09540  -0.413
C -2.13009 4.08361 -1.33474  -0.915
C 5.53028 1.48360 2.34948  -0.370
C 2.88508 0.28228 -0.77285  0.484
C -4.03832 -1.11927 -2.15452  -0.471
C 5.48956 0.14059 1.96067  -0.622
C -2.73629 -4.37069 -2.08724  -0.595
H -2.42499 1.53912 1.96365  0.580
H -0.27472 2.88445 -4.50527  0.385
H 0.34022 -4.99920 -0.72105  0.356
H 6.18444 1.80438 3.15040  0.382
H -2.63420 4.35690 -0.41669  0.440
H 6.09063 -0.60205 2.49383  0.366
H -1.82026 -6.14797 -1.29141  0.370
H 1.01644 -0.79026 0.87292  0.448
H -4.86587 -0.71019 -2.73943  0.244
H -3.19480 -0.42212 -2.15907  0.068
H -1.48680 0.06048 6.03773  0.321
H -3.66521 -4.86627 -2.32581  0.478
H -2.86793 5.71607 -2.51409  0.425
H 4.55545 -1.30420 0.63483  0.412
H 0.98920 -1.91880 3.16164  0.433
H 4.81798 3.48140 1.98326  0.379
H 3.30205 2.76301 0.09127  0.364
H -4.35371 -1.37724 -1.12815  0.256
H -1.62284 4.94431 -4.61003  0.377
H -2.52001 0.39982 4.19417  0.339
H 1.58499 -3.19427 -0.50135  0.322
H -1.32368 2.86047 0.80038  0.483

Atoms 1-3, force components in eV/Å:
Pb 0.515 -0.288 -0.236
O 0.488 -0.861 -0.633
O -0.519 0.918 0.253

Calculated values
Kohn-Sham gap = 5.64 eV
ΔE to the lowest compared entry with this formula, charge and spin = 0.0 kJ/mol
HOMO level = -7.1 eV
Maximum force = 2.73 eV Å⁻¹

=====

(2)
DFT (ωB97M-V/def2-TZVPD) results for C28H23BCrNO8 as an isolated structure.

Last column: Mulliken charge in e.
Cartesian coordinates (Å):
Cr 1.29558 -0.75133 4.64491  -0.274
O -0.93572 -0.28765 6.68125  -0.107
O -3.37820 -0.29635 -3.42840  -0.542
O 0.23156 -0.22739 -3.27973  -0.272
O -0.96562 -2.42920 3.49606  -0.163
O 1.46882 -3.23559 6.42142  -0.132
O -0.86405 1.15366 0.17704  -0.356
O -1.66600 2.69972 1.62416  -0.614
O -2.02145 0.00096 -1.62834  -0.508
N -1.42857 2.25828 -1.90048  0.279
C -0.06259 -0.34923 5.91140  0.447
C -2.63896 0.41581 -2.79565  0.488
C 1.51999 -2.29798 5.73079  0.493
C -2.22715 -2.83635 0.42316  -0.950
C -0.45459 3.32587 -2.24681  -0.858
C -1.61660 2.27148 0.49582  0.462
C 2.84554 0.64567 5.25526  -0.642
C 1.34111 -0.76070 0.17495  -1.246
C 1.69929 -0.45162 1.29283  -0.563
C 1.61830 1.07799 -2.00777  -0.893
C 1.38032 0.91551 3.33838  -0.153
C -1.16817 -1.96599 0.17709  0.663
C 0.58064 0.05138 -1.90490  1.089
C 2.98321 -0.88584 3.37858  -0.704
C -1.85525 -3.84206 -1.74457  -0.876
C -0.76115 -2.99591 -1.95871  -0.120
C 1.03142 0.22464 -5.50818  -1.375
C -2.26055 1.84505 -3.08850  -0.322
C 1.07202 0.45473 -4.07995  0.717
C -0.42389 -2.04414 -0.99956  -0.173
C 1.92479 1.26349 -3.34362  -1.186
C 1.80458 1.32815 4.61017  -0.623
C -0.06364 -1.75171 3.80485  0.597
C 3.42288 -0.47590 4.64875  -0.591
C 2.07363 -0.10079 2.65000  1.092
C -2.58511 -3.77061 -0.55100  -0.730
C 0.81363 -1.13754 -1.15751  1.337
C -2.29155 2.78460 -0.74768  -0.672
B -0.99136 0.91265 -1.24906  0.015
H -3.31684 2.38524 -0.82796  0.437
H -3.14943 2.48641 -3.18603  0.406
H 0.02926 3.08610 -3.19920  0.351
H 4.19352 -1.05488 5.15991  0.648
H -2.13958 -4.55363 -2.52041  0.439
H 1.67356 -0.62624 -5.77798  0.337
H 3.36861 -1.79895 2.91532  0.647
H -1.67136 1.90759 -4.01409  0.338
H -3.43206 -4.43576 -0.37501  0.427
H -0.17065 -3.05575 -2.87532  0.501
H 0.29726 3.43458 -1.45860  0.371
H 1.29839 2.16402 5.09484  0.673
H -0.87419 -1.23485 0.92610  -0.032
H 1.57029 -1.72169 -1.71076  1.086
H 1.44372 1.10613 -6.01214  0.430
H 0.53083 1.39705 2.84206  0.521
H -2.76612 -2.75183 1.36718  0.477
H 3.17497 0.96282 6.24824  0.536
H -2.34385 3.87874 -0.75454  0.438
H 2.14826 1.47432 -1.14557  0.628
H 0.01645 0.03724 -5.87140  0.368
H -1.01226 4.26403 -2.36454  0.375
H 2.68403 1.91353 -3.77652  0.565

Atoms 1-3, force components in eV/Å:
Cr 0.365 0.247 0.678
O 4.344 -0.087 -3.697
O 1.343 1.514 0.910

Calculated values
⟨S²⟩ = 2.03
Spin multiplicity = 3
Total charge = +3
Kohn-Sham gap (alpha / beta) = 5.96 / 3.61 eV
ΔE to the lowest compared entry with this formula, charge and spin = 0.0 kJ/mol
HOMO level (alpha / beta) = -16.0 / -16.0 eV
Maximum force = 8.08 eV Å⁻¹

=====

(3)
DFT (ωB97M-V/def2-TZVPD) results for C28H23F6N5O3SbTb as an isolated structure.

Last column: Mulliken charge in e.
Cartesian coordinates (Å):
Tb -0.18283 -0.85992 0.09596  0.631
Sb -3.07255 -0.94825 -0.64176  2.006
F -2.32165 0.17054 0.80367  -0.582
F -4.25964 0.51398 -0.78221  -0.608
F -1.90851 -2.14456 0.73900  -0.555
F -3.95286 -1.61111 -2.16874  -0.563
F -1.64302 -2.02619 -1.52306  -0.526
F -4.35106 -1.80264 0.41405  -0.522
O 2.00614 -0.29172 0.70716  0.034
O 4.58861 -0.73828 1.71435  -0.489
O -1.68807 0.32224 -1.57528  -0.567
N 0.36820 -0.41799 3.70178  -0.894
N 0.10073 1.62381 -0.07076  0.972
N -0.86944 2.34448 -0.75652  -1.129
N 0.86465 -3.10248 -0.49797  0.741
N 1.19810 -0.66034 -1.92522  0.882
C 2.72625 2.92931 2.06248  -0.803
C 1.06951 -4.71270 1.37903  0.532
C 1.84165 -1.82262 -2.26430  -0.095
C 4.14477 -1.85622 0.90859  -0.400
C 1.52022 -3.96252 3.63396  -0.529
C 1.98379 -6.23674 3.01102  -0.519
C -3.31626 1.68827 -3.35070  -0.209
C 1.07584 -3.71538 2.34613  0.588
C 4.57616 1.42456 2.52976  -0.771
C 2.71280 -1.60984 -3.33531  -1.050
C -4.32009 3.74007 -4.10129  -0.344
C 1.56461 -3.03961 -1.57415  -0.195
C -1.68155 1.65266 -1.47524  0.276
C 2.05214 1.97953 1.35187  0.585
C 3.94906 0.41135 1.80269  0.114
C 1.97814 -5.23166 3.96923  -0.483
C 1.53057 -5.97832 1.72225  -0.677
C 0.07815 -0.47750 2.57883  0.559
C 0.52330 -4.43012 -0.00180  -1.514
C 0.82223 2.37708 0.66507  -0.786
C 2.62231 0.64533 1.23210  1.235
C 1.66619 0.27960 -2.75913  -0.648
C -2.77178 3.76433 -2.26281  -0.330
C 2.60845 -0.24887 -3.64871  -0.994
C -2.61533 2.38479 -2.37126  0.743
C 3.97343 2.65093 2.66611  -0.697
C -4.16299 2.36664 -4.21422  -0.903
C -3.62330 4.43776 -3.12224  -0.680
H 1.53694 -6.76832 0.97823  0.346
H 2.32759 -5.43704 4.97379  0.388
H 1.96445 -3.95783 -2.01798  0.278
H 0.72962 -2.72731 2.08686  0.031
H 3.91206 -1.54042 -0.10630  0.206
H 1.29998 1.29654 -2.70781  0.466
H 3.27565 -2.33037 1.35572  0.120
H 2.34189 -7.22729 3.26578  0.359
H -3.74731 5.50947 -3.02689  0.377
H 2.28958 3.91584 2.15954  0.425
H -4.70727 1.81602 -4.97091  0.398
H 1.49555 -3.15750 4.35904  0.494
H 3.12603 0.28998 -4.42742  0.433
H 0.55038 3.43014 0.72808  0.296
H -3.20137 0.61711 -3.43405  0.372
H -4.98734 4.26741 -4.77192  0.371
H 0.87838 -5.19942 -0.69665  0.433
H 4.47350 3.42333 3.23535  0.374
H 3.33280 -2.35605 -3.81112  0.496
H 5.53745 1.21226 2.97803  0.485
H -0.56827 -4.49682 0.02941  0.267
H 4.99258 -2.53508 0.91454  0.327
H -2.22443 4.29280 -1.49494  0.426

Atoms 1-3, force components in eV/Å:
Tb 1.032 -0.087 -0.037
Sb -0.666 -0.339 0.119
F -0.009 -0.081 -0.156

Calculated values
⟨S²⟩ = 16.44
Spin multiplicity = 8
Total charge = -1
Kohn-Sham gap (alpha / beta) = 7.00 / 4.94 eV
ΔE to the lowest compared entry with this formula, charge and spin = 0.0 kJ/mol
HOMO level (alpha / beta) = -5.2 / -5.2 eV
Maximum force = 1.04 eV Å⁻¹

=====

(4)
DFT (ωB97M-V/def2-TZVPD) results for C28H23N4O2PPtS as an isolated structure.

Last column: Mulliken charge in e.
Cartesian coordinates (Å):
Pt -0.93596 0.43268 0.46128  0.740
S -3.81916 0.03402 -0.37618  1.376
P 1.35575 0.55223 0.93677  0.991
O -5.18653 -0.37859 -0.23456  -0.780
O -3.47225 1.38977 0.02701  -0.633
N -3.13470 -2.99819 -0.52583  -0.515
N -2.49282 -0.92394 -6.09007  -0.544
N -2.77233 -0.87227 0.46525  -0.745
N -0.95714 -2.09896 -0.18816  -0.125
C 4.92556 1.30411 -0.85968  -0.730
C 2.05190 0.65088 3.65274  -0.323
C 0.95430 2.28914 1.12471  -0.001
C 5.27877 -0.51726 0.67249  -0.645
C 3.93770 -0.48526 1.02714  -0.554
C -3.41600 -0.16581 -2.08817  0.080
C -2.82074 -0.63786 -4.77290  1.056
C -0.42709 -3.22858 -0.64081  -0.112
C 1.33702 -0.03169 2.66865  0.141
C 1.64515 3.46497 1.37987  0.101
C -2.30519 -2.04571 -0.10225  0.637
C -1.94622 0.09972 -3.96918  -0.946
C 3.09643 0.46831 0.46078  0.457
C -0.47945 4.60981 1.28656  -0.492
C -1.15449 3.42293 1.01436  -0.636
C 3.58325 1.33484 -0.51646  -0.439
C -2.24281 0.33444 -2.64092  -0.397
C 0.90719 4.63996 1.45452  -0.853
C 0.58285 -1.14641 3.01654  0.048
C -2.57297 -4.11669 -0.97077  -0.259
C 1.99081 0.23551 4.97213  -0.746
C -4.29847 -0.88837 -2.88375  -0.424
C -4.00694 -1.11664 -4.21576  -0.737
C -0.40890 2.25760 0.91723  -0.394
C 0.54436 -1.57826 4.33729  -0.691
C 1.24405 -0.88808 5.31347  -0.465
C -1.20264 -4.30735 -1.02034  -0.783
C 5.77574 0.38539 -0.25722  -0.450
H -0.76063 -5.23329 -1.35678  0.387
H 6.82702 0.37092 -0.51406  0.387
H -4.69842 -1.67704 -4.83479  0.287
H 3.55099 -1.18548 1.75650  0.416
H -3.25979 -4.88692 -1.30631  0.409
H -1.04324 5.53181 1.35719  0.398
H 2.52192 0.78967 5.73547  0.403
H 1.40856 5.58106 1.63957  0.403
H -5.21583 -1.25177 -2.44193  0.504
H 5.93773 -1.24243 1.13124  0.402
H 0.65538 -3.25553 -0.71561  0.442
H -2.22642 3.40782 0.86683  0.557
H 2.72098 3.47077 1.51699  0.486
H 5.30971 1.99954 -1.59417  0.405
H -1.02988 0.49020 -4.39788  0.301
H -3.24530 -1.19426 -6.69863  0.217
H -1.57362 0.94143 -2.04340  0.383
H -0.03485 -2.45368 4.60119  0.433
H 2.64762 1.51647 3.38600  0.312
H 2.91343 2.03681 -0.99881  0.457
H 1.20436 -1.21539 6.34456  0.375
H -1.79484 -0.34413 -6.52184  0.220
H 0.02711 -1.67698 2.25291  0.205

Atoms 1-3, force components in eV/Å:
Pt 2.101 -1.017 -0.175
S -0.475 0.008 0.273
P -1.603 0.939 1.403

Calculated values
Kohn-Sham gap = 7.35 eV
ΔE to the lowest compared entry with this formula, charge and spin = 191.8 kJ/mol
HOMO level = -8.0 eV
Maximum force = 2.34 eV Å⁻¹